The following is a DFT calculation (wB97M-V/def2-TZVPD) of the molecule C6H12.

XYZ file:
```
18
C6H12 | the Open Molecules 2025 dataset | wB97M-V/def2-TZVPD
C -1.031 1.448 -0.708
C -0.832 0.024 -1.101
C -0.373 -0.726 1.547
C 1.000 -0.161 1.139
C 1.394 -0.663 -0.196
C 0.422 -0.627 -1.359
H -0.197 1.883 -0.140
H -1.941 1.564 -0.102
H -1.180 2.085 -1.596
H -1.741 -0.572 -1.174
H -0.325 -1.138 2.558
H -1.185 0.007 1.529
H 1.004 0.949 1.214
H 1.772 -0.472 1.858
H 2.455 -0.582 -0.451
H -0.624 -1.558 0.878
H 1.026 0.094 -1.957
H 0.355 -1.556 -1.940
```

LUMO (alpha / beta) = 0.774 / 0.923 eV
Energy above the lowest of the compared OMol25 structures with the same formula, charge and spin = 95.8 kcal per mole
Net charge = 0
Gap between HOMO and LUMO (alpha / beta) = 7.97 / 8.32 eV
Total energy = -235.6656 Eh

---

The following is a DFT calculation (wB97M-V/def2-TZVPD) of a cluster of 4 separate species, C19H37N2O4 in total.

XYZ file:
```
62
C19H37N2O4 | the Open Molecules 2025 dataset | wB97M-V/def2-TZVPD
C 0.692 -2.778 2.332
C 0.455 -1.432 1.477
C -0.086 -0.277 2.429
C -1.229 0.629 1.812
O -2.551 0.417 2.393
N -3.025 -0.811 2.132
C -3.876 -1.555 3.017
C -4.148 -2.834 2.360
N -3.485 -2.855 1.099
C -2.869 -1.626 1.038
H 1.776 -2.759 2.667
H 0.032 -2.827 3.241
H 0.577 -3.704 1.703
H -0.153 -1.607 0.548
H 1.488 -1.125 1.123
H 0.795 0.406 2.641
H -0.403 -0.704 3.427
H -1.227 0.589 0.675
H -0.958 1.702 2.057
H -4.247 -1.202 4.010
H -4.774 -3.674 2.744
H -3.437 -3.576 0.379
H -2.258 -1.248 0.182
C 0.969 3.122 -2.651
C 2.228 2.363 -2.283
C 1.850 1.753 -0.946
O 0.432 1.529 -0.979
C -0.117 2.207 -2.121
H 0.874 3.323 -3.718
H 0.944 4.078 -2.120
H 2.412 1.572 -3.016
H 3.119 2.989 -2.227
H 2.062 2.441 -0.120
H 2.366 0.810 -0.753
H -0.392 1.447 -2.862
H -1.019 2.750 -1.829
C 2.482 6.608 -7.091
C 3.741 5.848 -6.725
C 3.363 5.237 -5.389
O 1.947 5.013 -5.422
C 1.396 5.690 -6.561
H 2.384 6.809 -8.159
H 2.457 7.563 -6.559
H 3.924 5.058 -7.459
H 4.632 6.475 -6.670
H 3.575 5.925 -4.563
H 3.879 4.294 -5.198
H 1.121 4.931 -7.302
H 0.495 6.231 -6.266
C -1.226 -5.348 5.898
C -2.441 -5.752 5.086
C -1.949 -5.549 3.664
O -0.540 -5.793 3.674
C -0.088 -5.860 5.035
H -1.215 -5.761 6.907
H -1.176 -4.257 5.974
H -2.667 -6.808 5.256
H -3.336 -5.171 5.315
H -2.108 -4.515 3.331
H -2.433 -6.223 2.953
H 0.142 -6.906 5.262
H 0.824 -5.271 5.149
```

LUMO = -2.964 eV
Net charge = +1
Gap between HOMO and LUMO = 8.06 eV
Total energy = -1156.2271 Eh

---

The following is a DFT calculation (wB97M-V/def2-TZVPD) of a structure of composition C48H47FMnN4O3P2.

XYZ file:
```
106
C48H47FMnN4O3P2 | the Open Molecules 2025 dataset | wB97M-V/def2-TZVPD
Mn -1.320 0.076 0.082
C 1.017 5.098 -4.838
C 2.135 4.252 -4.266
N 1.705 3.225 -3.283
C 0.426 3.075 -2.965
C -0.066 2.156 -2.058
C -1.571 2.215 -1.865
O -2.192 3.088 -2.419
O -2.122 1.286 -1.125
C 0.836 1.305 -1.397
O 0.516 0.418 -0.513
C 2.234 1.461 -1.739
C 3.202 0.655 -1.126
C 4.522 0.803 -1.428
F 5.407 0.033 -0.773
C 4.981 1.745 -2.375
C 4.017 2.532 -2.989
C 2.657 2.418 -2.676
N 6.331 1.901 -2.717
C 7.337 0.892 -2.379
C 8.641 1.224 -3.115
N 8.315 1.950 -4.386
C 7.742 3.319 -4.099
C 6.911 3.234 -2.816
H 1.463 5.808 -5.533
H 0.499 5.674 -4.072
H 0.293 4.507 -5.398
H 2.858 4.892 -3.757
H 2.647 3.725 -5.073
H -0.294 3.724 -3.441
H 2.907 -0.075 -0.385
H 4.333 3.235 -3.744
H 6.974 -0.088 -2.687
H 7.564 0.844 -1.312
H 9.201 0.324 -3.355
H 9.286 1.887 -2.540
H 7.628 1.405 -4.910
H 9.144 2.032 -4.976
H 7.143 3.599 -4.962
H 8.574 4.014 -4.001
H 6.137 3.996 -2.836
H 7.534 3.444 -1.940
C -2.749 -2.864 1.423
N -3.095 -2.371 2.728
C -2.842 -1.010 3.107
P -1.224 -0.416 2.477
C 0.029 -1.578 3.002
C 1.157 -1.776 2.204
C 2.119 -2.695 2.593
C 1.953 -3.417 3.767
C 0.828 -3.226 4.559
C -0.138 -2.308 4.180
C -0.968 1.250 3.080
C -1.842 2.252 2.646
C -1.661 3.553 3.082
C -0.610 3.856 3.939
C 0.266 2.862 4.359
C 0.096 1.556 3.929
C -3.704 -3.248 3.658
C -4.628 -2.759 4.581
C -5.214 -3.621 5.496
C -4.908 -4.973 5.488
C -4.000 -5.460 4.560
C -3.389 -4.605 3.655
P -3.062 -1.631 0.090
C -2.821 -2.440 -1.486
C -1.672 -3.207 -1.707
C -1.493 -3.827 -2.930
C -2.443 -3.674 -3.933
C -3.575 -2.898 -3.719
C -3.768 -2.274 -2.498
C -4.712 -0.981 0.308
C -5.042 0.295 -0.156
C -6.331 0.769 0.030
C -7.280 -0.015 0.672
C -6.951 -1.286 1.130
C -5.668 -1.775 0.951
H -3.366 -3.738 1.198
H -1.703 -3.188 1.323
H -2.814 -0.943 4.198
H -3.599 -0.285 2.772
H 1.278 -1.209 1.287
H 2.996 -2.853 1.980
H 2.703 -4.137 4.066
H 0.701 -3.793 5.471
H -1.016 -2.174 4.800
H -2.671 2.021 1.981
H -2.342 4.330 2.760
H -0.475 4.872 4.284
H 1.077 3.104 5.032
H 0.770 0.777 4.263
H -4.915 -1.715 4.574
H -5.931 -3.232 6.208
H -5.376 -5.642 6.196
H -3.749 -6.513 4.549
H -2.652 -4.998 2.965
H -0.929 -3.336 -0.927
H -0.618 -4.440 -3.102
H -2.303 -4.167 -4.885
H -4.313 -2.787 -4.501
H -4.656 -1.680 -2.323
H -4.307 0.906 -0.666
H -6.595 1.754 -0.333
H -8.283 0.363 0.814
H -7.694 -1.897 1.624
H -5.425 -2.765 1.312
```

LUMO (alpha / beta) = -8.843 / -7.297 eV
Energy above the lowest of the compared OMol25 structures with the same formula, charge and spin = 5.0 kcal per mole
Net charge = +3
Spin multiplicity = 5
Gap between HOMO and LUMO (alpha / beta) = 4.97 / 6.51 eV
Expectation value of S² = 6.307
Total energy = -4234.8658 Eh

---

The following is a DFT calculation (wB97M-V/def2-TZVPD) of a cluster of 2 separate species, C4H9N in total.

XYZ file:
```
14
C4H9N | the Open Molecules 2025 dataset | wB97M-V/def2-TZVPD
C 0.596 -1.444 1.589
N 0.511 -1.152 2.814
H -0.295 -1.837 1.109
H 1.565 -1.406 1.090
H 1.373 -1.135 3.358
C 0.491 0.315 -1.603
C -0.389 0.943 -0.548
C -1.657 1.280 -0.791
H 1.536 0.252 -1.289
H 0.414 0.802 -2.577
H 0.213 -0.732 -1.794
H 0.077 1.386 0.325
H -2.259 1.659 0.031
H -2.178 1.071 -1.713
```

LUMO = 1.081 eV
Energy above the lowest of the compared OMol25 structures with the same formula, charge and spin = 42.8 kcal per mole
Net charge = 0
Gap between HOMO and LUMO = 10.65 eV
SMILES = C=CC.C=N
Total energy = -212.4830 Eh

---

The following is a DFT calculation (wB97M-V/def2-TZVPD) of a cluster of 2 separate species, C2H8S2Si in total.

XYZ file:
```
13
C2H8S2Si | the Open Molecules 2025 dataset | wB97M-V/def2-TZVPD
C -1.000 -0.874 -0.799
C 0.486 1.136 0.074
Si 1.152 2.433 1.360
S -0.544 -3.833 -0.912
S -0.704 0.150 0.708
H 0.021 -1.399 -1.034
H -1.385 -0.093 -1.525
H -1.792 -1.466 -0.660
H 0.716 0.940 -0.959
H 0.718 2.440 2.775
H 1.018 3.650 0.725
H 2.577 1.953 1.268
H -1.263 -5.036 -1.021
```

LUMO (alpha / beta) = 0.429 / -2.599 eV
Energy above the lowest of the compared OMol25 structures with the same formula, charge and spin = 142.3 kcal per mole
Net charge = 0
Gap between HOMO and LUMO (alpha / beta) = 10.27 / 4.19 eV
Total energy = -1166.6872 Eh

---

The following is a DFT calculation (wB97M-V/def2-TZVPD) of the molecule C10H9NO.

XYZ file:
```
21
C10H9NO | the Open Molecules 2025 dataset | wB97M-V/def2-TZVPD
C -3.620 0.709 0.011
C -2.115 0.320 -0.294
C -2.202 -1.156 0.029
C -0.958 -1.615 0.122
C 0.265 -0.990 0.031
C 2.654 -1.048 -0.198
C 2.692 0.357 -0.078
C 1.550 1.155 0.073
C 0.322 0.460 -0.052
C -0.924 1.108 -0.166
H -4.123 0.021 -0.696
H -4.169 0.528 1.078
H -3.984 1.791 -0.127
H -3.110 -1.713 0.148
H -0.874 -2.584 0.792
H 1.388 -2.666 0.308
H 3.570 -1.540 -0.133
H 3.796 0.600 -0.127
H -0.822 2.234 -0.161
N 1.445 -1.689 0.007
O 1.530 2.418 0.251
```

LUMO = 0.095 eV
Energy above the lowest of the compared OMol25 structures with the same formula, charge and spin = 69.9 kcal per mole
Net charge = 0
Gap between HOMO and LUMO = 8.22 eV
SMILES = Cc1ccc2[nH]ccc(=O)c2c1
Total energy = -516.3525 Eh

---

The following is a DFT calculation (wB97M-V/def2-TZVPD) of the molecule CH4FNO2.

XYZ file:
```
9
CH4FNO2 | the Open Molecules 2025 dataset | wB97M-V/def2-TZVPD
C -0.020 -0.292 -0.217
N -0.353 0.908 0.552
O 0.711 0.061 -1.262
O 0.659 -1.099 0.735
F -1.390 1.638 -0.061
H -0.934 -0.939 -0.665
H -0.686 0.855 1.555
H 1.232 0.811 -1.054
H 0.780 -1.943 0.418
```

LUMO = 0.827 eV
Energy above the lowest of the compared OMol25 structures with the same formula, charge and spin = 81.3 kcal per mole
Net charge = 0
Gap between HOMO and LUMO = 11.06 eV
SMILES = OC(O)NF
Total energy = -345.5108 Eh

---

The following is a DFT calculation (wB97M-V/def2-TZVPD) of a cluster of 4 separate species, C18H31FIN5O5PS in total.

XYZ file:
```
63
C18H31FIN5O5PS | the Open Molecules 2025 dataset | wB97M-V/def2-TZVPD
N -0.094 0.166 3.104
C -0.335 0.793 1.773
C 0.334 -0.148 0.651
O 0.453 -1.422 0.885
O 0.860 0.308 -0.577
P -2.261 0.925 1.599
O -2.975 -0.298 2.580
I -2.929 0.443 -0.732
S 0.299 2.594 1.717
O 0.116 3.307 3.057
O -0.672 3.357 0.676
F 1.904 2.694 1.054
H -0.136 0.869 3.865
H 0.840 -0.283 3.162
H -3.051 0.131 3.479
C -4.474 6.316 0.043
C -4.400 5.682 -1.342
C -4.268 4.158 -1.293
C -3.004 3.778 -0.566
N -1.992 3.474 0.014
H -3.561 6.137 0.618
H -4.597 7.399 -0.041
H -5.321 5.920 0.612
H -3.551 6.111 -1.884
H -5.304 5.944 -1.901
H -4.233 3.751 -2.307
H -5.124 3.714 -0.779
C 4.360 -5.282 2.052
C 3.597 -4.784 0.829
C 3.509 -3.258 0.762
C 2.786 -2.734 1.973
N 2.214 -2.320 2.935
H 3.862 -4.994 2.982
H 4.422 -6.374 2.043
H 5.379 -4.882 2.069
H 2.590 -5.214 0.839
H 4.095 -5.153 -0.074
H 2.966 -2.951 -0.137
H 4.509 -2.816 0.722
C -1.609 -3.708 -0.395
C -3.101 -3.703 -0.082
C -3.702 -5.110 -0.018
C -3.533 -5.800 -1.346
N -3.400 -6.348 -2.400
H -1.404 -4.140 -1.379
H -1.218 -2.688 -0.401
H -1.053 -4.280 0.356
H -3.621 -3.112 -0.844
H -3.261 -3.202 0.878
H -4.768 -5.053 0.221
H -3.211 -5.702 0.759
C 3.775 1.575 -1.304
C 3.736 2.933 -1.994
C 3.666 2.825 -3.519
C 4.882 2.103 -4.038
N 5.846 1.530 -4.450
H 4.668 1.006 -1.581
H 3.794 1.701 -0.219
H 2.893 0.980 -1.561
H 4.625 3.505 -1.703
H 2.864 3.489 -1.635
H 3.626 3.823 -3.965
H 2.768 2.281 -3.824
```

LUMO = 1.942 eV
Net charge = -1
Gap between HOMO and LUMO = 6.21 eV
Total energy = -2491.3014 Eh

---

The following is a DFT calculation (wB97M-V/def2-TZVPD) of a structure of composition C4Cl2FeO4Ru.

XYZ file:
```
12
C4Cl2FeO4Ru | the Open Molecules 2025 dataset | wB97M-V/def2-TZVPD
Fe -0.022 -1.003 -2.434
Ru 0.132 1.298 1.499
Cl -0.406 1.053 -1.746
Cl 2.408 0.760 1.565
C -0.181 0.687 3.141
C -1.251 -2.116 -3.340
C 1.743 -1.959 -0.919
O -0.345 0.271 4.229
O -1.866 -2.590 -4.203
O 2.100 -3.049 -0.974
O -1.455 3.823 1.640
C -0.857 2.825 1.542
```

LUMO (alpha / beta) = -17.011 / -21.829 eV
Net charge = +4
Spin multiplicity = 11
Gap between HOMO and LUMO (alpha / beta) = 8.39 / 6.34 eV
Expectation value of S² = 30.049
Total energy = -2730.0561 Eh

---

The following is a DFT calculation (wB97M-V/def2-TZVPD) of a cluster of 2 separate species, C3H9N2O in total.

XYZ file:
```
15
C3H9N2O | the Open Molecules 2025 dataset | wB97M-V/def2-TZVPD
C 0.590 1.261 0.568
C -0.302 -0.577 1.846
C -0.620 -0.410 -1.974
N -0.490 0.361 0.730
N 0.184 -1.108 -0.931
O 1.391 -0.813 -1.144
H 0.224 2.169 0.113
H 1.314 1.414 1.403
H 1.317 0.769 -0.249
H -1.010 -1.365 1.796
H 0.689 -1.121 1.952
H -0.681 0.120 2.539
H -0.160 0.592 -2.371
H -0.850 -1.086 -2.869
H -1.596 -0.207 -1.408
```

LUMO (alpha / beta) = 4.618 / 4.623 eV
Energy above the lowest of the compared OMol25 structures with the same formula, charge and spin = 109.0 kcal per mole
Net charge = -1
Gap between HOMO and LUMO (alpha / beta) = 6.84 / 6.47 eV
Total energy = -304.2922 Eh

---

The following is a DFT calculation (wB97M-V/def2-TZVPD) of a structure of composition C25H46F3FeN5O17S4.

XYZ file:
```
101
C25H46F3FeN5O17S4 | the Open Molecules 2025 dataset | wB97M-V/def2-TZVPD
Fe -0.892 1.989 2.320
C 3.812 0.480 1.660
O 3.834 0.871 0.282
C 4.700 0.126 -0.554
C 4.164 -1.271 -0.918
N 2.754 -1.404 -1.476
H 2.147 -0.885 -0.858
H 2.642 -0.857 -2.317
C 2.263 -2.806 -1.754
C 2.708 -3.192 -3.211
O 4.079 -3.055 -3.414
C 4.551 -3.511 -4.715
H 3.620 1.396 2.218
H 4.739 0.086 2.076
H 3.055 -0.255 1.937
H 5.698 0.202 -0.125
H 4.840 0.718 -1.458
H 4.081 -1.969 -0.085
H 4.816 -1.742 -1.655
H 1.183 -2.663 -1.741
H 2.611 -3.498 -0.987
H 2.218 -2.569 -3.959
H 2.395 -4.219 -3.402
H 4.207 -2.862 -5.520
H 4.204 -4.480 -5.072
H 5.641 -3.544 -4.717
S -0.041 0.985 0.027
O -0.406 1.544 -1.295
O 0.428 1.974 0.982
O -1.245 0.791 0.916
O 0.880 -0.153 -0.058
S 1.145 2.756 3.808
O -0.111 3.377 3.321
O 2.224 3.232 2.945
O 1.305 2.991 5.199
O 0.603 1.480 3.386
S -1.701 4.463 0.464
O -2.862 4.312 -0.448
O -0.426 4.293 -0.210
O -1.764 5.777 1.109
O -1.769 3.350 1.381
C 3.458 2.419 -5.001
F 3.618 1.612 -6.103
F 4.645 2.686 -4.369
F 2.890 3.610 -5.360
S 2.311 1.625 -3.585
O 0.926 2.041 -3.921
O 2.544 0.180 -3.754
O 2.795 2.160 -2.299
C -4.285 1.087 2.142
C -3.399 0.403 3.167
N -2.372 1.302 3.772
C -1.768 0.434 4.824
C -1.200 -0.906 4.290
C -2.932 2.550 4.383
C -4.141 2.326 5.309
H -5.031 0.424 1.702
H -3.714 1.482 1.302
H -4.846 1.975 2.433
H -3.951 -0.102 3.959
H -2.992 -0.479 2.671
H -0.911 0.854 5.350
H -2.499 0.194 5.596
H -0.661 -1.380 5.110
H -1.953 -1.640 4.003
H -0.452 -0.854 3.499
H -3.231 3.171 3.538
H -2.162 3.015 4.999
H -4.894 1.637 4.928
H -4.656 3.280 5.427
H -3.854 2.078 6.331
N 0.705 -2.573 1.143
C 1.247 -2.615 2.413
C 1.056 -3.861 3.014
C 0.296 -4.600 2.096
C 0.136 -3.803 0.992
H 0.666 -1.773 0.527
H 1.755 -1.751 2.814
H 1.329 -4.099 4.032
H -0.135 -5.573 2.279
H -0.337 -3.979 0.037
N -4.126 1.839 -1.329
C -4.426 2.383 -2.499
C -4.495 1.389 -3.493
C -3.945 0.254 -2.872
C -3.765 0.565 -1.526
H -4.127 2.441 -0.518
H -4.809 3.393 -2.510
H -4.808 1.486 -4.521
H -3.747 -0.695 -3.348
H -3.353 0.044 -0.674
N -0.760 -0.751 -2.926
C -1.351 -1.831 -2.425
C -1.383 -2.866 -3.361
C -0.727 -2.355 -4.545
C -0.296 -1.110 -4.153
H -0.603 0.068 -2.357
H -1.675 -1.919 -1.398
H -1.775 -3.859 -3.199
H -0.496 -2.888 -5.455
H 0.334 -0.399 -4.666
```

LUMO (alpha / beta) = 5.087 / 5.087 eV
Energy above the lowest of the compared OMol25 structures with the same formula, charge and spin = 96.8 kcal per mole
Net charge = -3
Spin multiplicity = 6
Gap between HOMO and LUMO (alpha / beta) = 4.02 / 3.99 eV
Expectation value of S² = 8.758
Total energy = -5689.0406 Eh

---

> What is the net charge in the seventh record?

0

---

> total energy of number 1 (C6H12)?

-235.6656 Eh